# 1
Entry from OMol25: a 13-piece molecular cluster, C66H168N10O26 overall at a distorted geometry (ωB97M-V/def2-TZVPD).

As for the gap between HOMO and LUMO: 8.657 eV. As for the HOMO energy: -0.298 Ha. The energy above the lowest of the compared OMol25 structures with the same formula, charge and spin comes out at 75.04 kJ/mol.

Geometry as ORCA input:
```
! RIJCOSX wB97M-V def2-TZVPD def2/J DEFGRID3
* xyz 0 1
O 0.38328 -6.76403 -0.63745
O -2.47528 -6.13246 -2.94343
O -5.19578 6.99135 -4.63869
O -2.93083 1.63951 2.89038
O -0.57865 4.28037 0.23134
O -1.33053 5.92856 3.30463
O -3.47694 6.04495 -2.54444
O 0.47846 5.89449 -3.75503
O 3.77924 -0.16954 -2.41506
O -2.98824 -0.13975 -1.81904
O -1.53501 -1.97335 1.67919
O -4.08027 -6.56058 4.47699
O -0.86333 0.18019 -5.62063
O 7.36585 2.02252 -5.62028
O 1.62267 -2.97310 -1.20759
O 5.25357 -2.83778 5.38346
O 1.22154 7.56013 -0.14224
O -0.13108 3.65164 -7.25678
O 0.74919 -7.73155 3.34015
O 3.40422 -0.19940 2.47276
O -2.65456 -10.21428 2.60807
O -6.69006 -1.30628 0.27959
O 4.62831 7.70455 -4.35557
O -5.26254 -5.29743 0.48378
O 0.76575 -0.83420 4.48199
O -2.73351 -3.93186 4.93669
N 1.60007 1.24146 -6.39843
N 6.14297 2.01718 -2.98069
N -1.28328 -8.02118 1.24691
N 3.31756 5.10604 -3.94486
N 1.28919 6.53138 2.46450
N 3.25745 -2.63916 1.06609
N 2.50608 -2.26497 6.08109
N 0.58687 0.88162 0.83871
N -3.54133 -3.75662 -1.24376
N -4.95369 -0.46826 2.53320
C -3.03638 6.53659 -3.78822
C 1.42277 0.86980 -4.99601
C -7.97717 -1.13238 -0.39006
C -4.91904 -4.07791 -1.48038
C -0.26098 5.87950 4.21886
C 5.41284 1.58452 -1.77313
C 1.05797 -2.46344 6.03730
C -1.63765 1.23996 -5.12934
C -1.43621 -6.83068 -2.19607
C -3.38683 1.14748 -1.30239
C -0.36131 2.88396 -0.03409
C 2.47389 7.24793 0.41899
C 0.44187 -1.10915 5.82389
C 4.22121 -1.31505 2.86329
C 1.94642 2.63061 -6.55912
C 0.63214 0.54540 4.23411
C 0.32458 7.30854 -3.70628
C -3.95784 -0.39783 3.61273
C 0.39566 -8.02852 4.66137
C 7.92126 2.87691 -6.55275
C 3.33617 -3.30931 6.67649
C 2.29191 6.19761 1.50188
C -1.60530 4.88507 -0.49244
C -2.50566 6.55134 3.80390
C -2.18167 -11.31534 1.86098
C 4.54955 5.43332 -3.34324
C 0.46244 2.27688 1.08620
C 0.09182 -6.61260 2.73440
C 4.78928 -2.93259 6.75366
C -3.41993 -9.28103 1.78751
C 1.60674 -2.79196 -2.66714
C -4.54568 -5.38171 5.06443
C 1.06170 8.93104 -0.57643
C -3.05540 -2.53105 -1.85932
C -6.87813 -1.67934 1.65321
C 2.27660 4.47403 -3.17191
C -5.38969 -5.37857 -0.92555
C -0.34441 -1.32519 1.21418
C 5.30516 6.48053 -4.17947
C 5.48213 1.61677 -4.19620
C 2.63550 -3.87367 0.69494
C 4.97108 0.12233 -1.74300
C -0.69151 0.12066 0.99311
C -5.54630 -1.83825 2.37234
C 2.62415 0.31209 -1.70610
C -1.15541 4.58648 -7.03162
C 5.99801 2.34036 -5.38136
C 0.93024 3.71767 -6.28654
C 0.25263 -0.15839 -4.85287
C 1.23835 5.44486 -2.66439
C -0.54714 -5.91410 -1.35877
C -1.32938 -6.93320 2.21084
C 4.09274 0.99310 2.23946
C 3.43963 -2.52712 2.49133
C -3.64249 1.04100 3.97157
C 2.49150 -4.03980 -0.79228
C -3.55092 -1.24837 -1.15230
C 6.62272 -2.44527 5.38108
C -4.02686 6.16599 -4.87287
C 4.54587 8.44181 -3.07794
C -2.55674 -8.59283 0.73719
C -1.33845 -3.33826 1.94933
C -2.48714 2.97858 3.08420
C -4.08208 -4.09597 4.50619
C -5.35251 -6.53176 1.16893
C 1.10360 5.65787 3.58206
H -4.55748 -0.12624 1.69049
H 2.72162 0.01290 -0.67226
H -0.02639 -0.21364 -3.77857
H -0.27085 6.78165 4.85108
H -6.40700 -5.55465 -1.28377
H 6.82747 -1.66170 6.15020
H -4.41656 1.35792 -1.48369
H 3.47025 1.57394 1.54771
H -3.33639 5.86723 3.70758
H -5.69581 -2.37151 3.31390
H -1.31630 0.24294 0.11447
H 1.75679 -0.15131 -2.15886
H 2.53418 1.39192 -1.67948
H -0.37904 0.73335 4.06894
H -3.03044 -7.70747 0.30735
H 3.47618 -3.98354 -1.30431
H -3.29258 3.70773 3.29423
H 4.27934 1.48892 3.18298
H -1.70785 -12.04427 2.54096
H 1.44409 2.75122 1.23011
H 2.51467 -2.19718 -2.93392
H 1.50455 9.10010 -1.55812
H -1.92861 4.29999 -7.78996
H 5.20773 4.57592 -3.27508
H -1.29528 0.39414 1.87935
H 5.53696 6.14959 -5.16910
H 5.99268 3.39320 -5.13641
H 0.25679 2.72244 -0.90536
H 5.46548 -3.60582 7.31461
H -0.36109 5.02658 4.87977
H 1.22623 0.76362 3.36384
H 2.75278 -2.06838 5.10919
H 1.86500 5.88107 4.30044
H 7.98782 3.83309 -6.12316
H -4.82146 -2.42410 1.82115
H -2.48611 6.87934 4.88345
H -1.80191 4.41775 -1.48001
H -1.01553 -3.97009 1.12254
H 5.14504 -1.24654 2.29673
H 3.25737 -4.12643 5.97910
H 5.78982 -0.55831 -2.12393
H -1.13105 -5.28391 -0.70924
H -1.28527 2.32330 -0.24251
H -4.39931 6.29270 -2.47673
H 1.42180 4.64974 -6.30131
H -3.89404 -8.67974 2.55884
H 7.32565 -3.26521 5.47037
H -2.29634 -3.15748 4.50879
H -4.65081 -1.08425 -1.06458
H -4.29419 -9.89326 1.34862
H -3.01194 -0.88115 3.41544
H 0.94309 -0.33239 6.48685
H 1.58834 6.37300 -2.18031
H 5.00378 0.67550 1.72430
H -8.48102 -2.08121 -0.52904
H 4.71164 -0.09900 -0.69361
H 7.12531 1.78332 -2.98652
H 1.32474 4.62485 3.31175
H 1.62400 -4.05818 1.18741
H 7.30802 2.91056 -7.48173
H -1.63755 4.45070 -5.99573
H 4.43637 5.84660 -2.32299
H 5.39355 2.06244 -6.24769
H 8.95925 2.62611 -6.82304
H 2.27973 2.77906 -7.57773
H 3.93503 -3.43826 2.81219
H -1.93457 -2.58036 -1.69873
H -5.94455 6.65006 -5.13402
H 6.72725 -1.97662 4.39511
H 2.53589 -2.52169 3.10793
H 3.19779 6.80654 -0.26855
H 0.73139 -2.13901 -2.88729
H -2.85523 -5.49386 -2.30379
H -5.14753 -4.00118 -2.55067
H -6.39660 -6.72986 1.29974
H 0.75881 -9.11351 4.73693
H -8.59629 -0.46781 0.14707
H 0.60952 -6.51926 1.81348
H 2.93509 5.85391 -4.47519
H -5.62018 -3.36503 -1.01990
H -1.81206 -7.64367 -1.55696
H 1.60593 9.54759 0.16778
H 3.29142 -4.68561 1.07019
H 0.22978 -5.70338 3.33538
H 4.85661 -1.93470 7.27924
H -0.69824 -7.96710 4.79063
H -0.65486 -1.10096 5.99817
H -0.85286 5.63335 -7.19839
H 2.70105 -1.84521 0.76876
H -2.29756 -3.81416 2.21647
H 1.23287 7.85345 -3.97055
H 5.54059 8.73556 -2.75359
H -1.73468 -6.07395 1.65022
H 4.45015 -1.25082 3.94135
H -4.90540 -6.52405 2.17738
H -7.84790 -0.64547 -1.35905
H -2.57199 4.89808 0.10206
H -3.60116 6.32188 -5.85187
H 2.08103 -5.01225 -1.04153
H -4.37031 -0.92740 4.54338
H -2.43533 1.42467 -5.82278
H 5.47490 0.52862 -4.28448
H 6.07577 1.71857 -0.90307
H 1.02783 1.19878 5.06491
H 0.09222 -5.37866 -2.09236
H -2.06684 -7.16587 3.00790
H -1.07639 2.19157 -5.15625
H 0.92858 -7.43422 5.39006
H 0.73336 -3.00811 5.17030
H -3.05826 -11.83631 1.43427
H -1.95742 1.06158 -4.04836
H -1.48382 -11.06404 1.01123
H 0.36663 6.67549 2.04917
H 6.28254 6.67085 -3.74884
H -3.30307 -3.75798 -0.23657
H 1.69300 3.78107 -3.75603
H 0.71651 -1.05389 -5.27442
H 2.90618 -3.64634 7.62101
H 0.67454 4.91264 -1.90430
H 1.96422 5.22187 1.06037
H -0.65419 -8.73007 1.66550
H -3.04899 1.06353 4.87164
H 2.86080 2.83322 -6.03327
H -0.88865 -7.28363 -3.02915
H 0.03966 -1.86252 0.35947
H -5.58770 -5.20082 4.99925
H 0.74379 1.01982 -6.87975
H -7.52959 -2.59858 1.71683
H 0.46463 -1.47038 2.01369
H -4.87934 -7.34955 0.59309
H 1.59871 -3.74014 -3.21699
H -3.22271 1.17573 -0.24023
H 4.46837 2.18092 -1.62405
H -3.22510 -6.81710 4.88559
H -2.09379 5.97239 -4.02500
H -7.47219 -0.87898 2.11606
H 4.14943 7.92858 -2.21602
H 1.30855 1.74644 -4.27068
H -4.34694 5.10528 -4.76280
H -1.98218 3.29770 2.16739
H -2.60224 7.39470 3.18640
H -3.18561 -1.15859 -0.09189
H 3.29891 6.11596 1.96312
H 0.65803 -2.92080 6.94038
H -1.34441 5.90111 -0.64824
H -0.62930 -3.46841 2.73392
H -1.80980 3.06113 3.92941
H 2.70993 3.98615 -2.30855
H -0.16236 7.60671 -2.79278
H 1.37573 0.37685 1.20191
H -4.73734 -3.25486 4.91391
H 2.26370 0.24448 -4.63044
H 4.44474 1.89637 -4.18204
H -0.30848 7.60057 -4.57837
H -2.69779 1.83020 -1.78119
H -3.28992 -2.56585 -2.94665
H -0.00046 9.22123 -0.63943
H -0.10583 2.50589 2.01470
H -4.60361 1.48112 4.16834
H -0.17254 -7.39661 -0.05438
H -2.88851 7.64337 -3.75883
H 2.91822 8.18192 0.85484
H -4.78093 -6.20095 -1.33785
H -2.21753 -9.35703 -0.00986
H 3.95283 9.31613 -3.27522
H -4.31742 -5.46115 6.11910
H -4.26013 -3.99347 3.43329
H 0.53515 3.68902 -5.27901
*
```

***

# 2
Entry from OMol25: C49H64IrN3O3PTe2 as an isolated structure at a distorted geometry (ωB97M-V/def2-TZVPD).

As for the gap between HOMO and LUMO (spin up / spin down): 4.916 / 4.856 eV. As for the HOMO energy (spin up / spin down): -0.322 / -0.322 Ha. The energy above the lowest of the compared OMol25 structures with the same formula, charge and spin comes out at 319.30 kJ/mol.

Geometry as ORCA input:
```
! RIJCOSX wB97M-V def2-TZVPD def2/J DEFGRID3
* xyz 1 1
Ir -0.68507 -1.55647 -0.43743
Te 3.93080 -0.07245 1.50810
Te -2.58377 -2.72742 -3.63722
P -0.98272 -0.21538 1.56223
O -6.13683 1.83119 -1.92345
O -0.39188 -4.01319 -1.86968
O 3.18997 -2.05459 -0.07160
N -4.39210 3.15045 -1.42583
N -2.58588 -0.98673 -1.00396
N 0.94694 -2.17326 0.12592
C -4.99417 1.94250 -1.50881
C 6.24158 -0.66400 5.16980
C -3.18389 -6.13913 -7.73109
C -5.17571 -0.21288 -0.37457
C 4.02175 0.85898 4.48895
C 2.83943 1.72881 4.17992
C -4.67099 -0.54566 3.25606
C -4.72902 -1.48544 -0.06308
C -0.35667 -2.68274 -2.16765
C 6.11044 0.08040 7.56083
C -3.52159 -2.44412 -5.62586
C -2.58876 -4.73858 -5.87033
C -3.04709 0.23049 -1.34866
C 3.48185 3.38559 -1.03059
C -4.11278 -3.93747 -7.55192
C -6.18539 4.68659 -0.73632
C -0.20202 1.44156 1.51642
C 5.60204 0.07921 6.15516
C -4.51163 1.68536 2.39139
C -3.38875 -0.81146 2.81557
C -4.00096 -5.13763 -8.22827
C 4.68176 0.11282 3.51763
C 4.26514 4.40152 -0.49399
C 4.16797 1.88318 0.71947
C -5.20723 4.29081 -1.83722
C -3.01725 3.41688 -1.06868
C 6.52053 -1.45642 2.81431
C -3.41305 -3.73509 -6.36777
C 2.62271 1.05080 -1.10675
C 5.01752 4.12022 0.63737
C 2.14891 -2.61343 0.33981
C 5.93156 2.64835 2.39724
C 4.36914 5.74712 -1.13925
C -3.44095 -1.84059 -0.40072
C 4.49770 0.83201 5.79419
C -2.85322 4.47753 0.02163
C 3.42184 2.13052 -0.44499
C 0.76595 -2.21649 -3.05727
C -2.47782 -5.94047 -6.55802
C 2.27635 -3.85818 1.21669
C -1.80422 -4.49682 -4.62092
C -4.31877 0.67801 -1.04397
C -0.17907 -0.90651 3.06071
C 0.72426 -4.84245 -2.15028
C 5.00940 2.87277 1.24100
C 5.79449 -0.66186 3.85953
C -3.22485 1.42368 1.96400
C -2.64668 0.17783 2.17611
C -5.23787 0.70105 3.03960
H 5.29770 5.79758 -1.71026
H 3.99316 1.42836 6.54002
H -6.24691 0.89474 3.36431
H -3.05393 -2.83211 -0.19323
H -4.54527 5.11794 -2.09574
H -1.84214 -6.72283 -6.16977
H -2.98511 -1.65451 -6.15684
H 1.61078 -4.48298 -1.62573
H -0.47865 1.96236 0.60267
H -2.56855 2.48505 -0.73026
H 3.29884 0.28911 -1.49230
H -2.48525 3.75200 -1.96942
H -4.74839 -3.15306 -7.93897
H 2.50418 1.58955 3.15100
H 1.72761 -2.27458 -2.53945
H 7.02347 0.67015 7.63310
H 5.64879 4.89219 1.05300
H 6.74329 3.37231 2.37937
H 1.93937 0.53713 -0.42421
H -0.75499 -4.33785 -4.87050
H -5.38498 -2.19512 0.41576
H -4.55582 -5.29980 -9.14023
H 0.60346 -1.18234 -3.35785
H 0.93773 -4.88129 -3.21885
H 6.36169 1.65065 2.36266
H 5.37814 0.50797 8.23912
H 4.39878 6.53650 -0.38955
H 7.43021 -1.88971 3.22444
H -0.34281 -0.24947 3.91544
H 3.10193 2.77837 4.31441
H -0.49967 2.03039 2.38263
H 7.11368 -1.24704 5.42796
H 6.34653 -0.93018 7.88377
H 0.88940 -1.00587 2.85687
H -6.84393 5.47436 -1.08869
H 2.91367 3.57367 -1.93104
H 1.42547 -4.51702 1.07324
H 2.01936 1.50562 4.86051
H 3.20673 -4.37346 0.98996
H -3.15140 5.46157 -0.32722
H -2.95289 -1.78725 2.97781
H 2.04754 1.45050 -1.93976
H -5.66032 5.03922 0.14745
H -3.44456 4.23609 0.90067
H -2.66295 2.19972 1.47699
H 5.89213 -2.26686 2.43661
H 2.30493 -3.53227 2.25625
H -6.18473 0.09693 -0.16083
H 0.83963 -2.82774 -3.95888
H 6.78860 -0.82221 1.96465
H 3.53931 5.92921 -1.81732
H -5.77364 4.00098 -2.72667
H -1.85751 -5.34778 -3.94449
H -4.94623 2.65949 2.22445
H -0.58021 -1.89424 3.28085
H 0.87763 1.30348 1.51945
H -2.35598 0.81899 -1.93594
H -1.80629 4.53230 0.31329
H -6.78954 3.82221 -0.47342
H 0.45555 -5.84020 -1.81067
H -4.55740 -2.12292 -5.52055
H -3.10663 -7.07549 -8.26080
H -5.23068 -1.31152 3.77284
H 5.40673 2.76166 3.34443
*
```

***

# 3
Entry from OMol25: an isolated ion of composition C5H13ClFN2O4S and charge +1 at a distorted geometry (ωB97M-V/def2-TZVPD).

As for the gap between HOMO and LUMO: 10.504 eV. Its SMILES is NC[N@+](CCCCl)(COO)S(=O)(=O)F. As for the HOMO energy: -0.511 Ha.

Geometry as ORCA input:
```
! RIJCOSX wB97M-V def2-TZVPD def2/J DEFGRID3
* xyz 1 1
Cl -2.72715 -0.93315 -2.43313
S -0.09306 1.73175 0.59438
F -0.92626 1.44728 1.87200
O -0.96599 2.13972 -0.40866
O 0.89948 2.65073 0.93639
O 1.61594 1.59226 -1.65107
O 0.96770 1.28606 -2.87050
N 0.53141 -0.88415 2.36579
N 0.67189 0.22519 0.15227
C 1.42267 -0.34207 1.37008
C -2.78666 -0.43529 -0.71046
C 1.82927 0.50626 -0.87012
C -0.23738 -0.79705 -0.51581
C -1.62754 -1.02523 0.09111
H 0.36987 -0.17117 3.07175
H -3.69422 -0.89509 -0.32329
H 1.33429 0.46063 -3.23685
H -1.78650 -2.10425 0.09896
H 0.30561 -1.74155 -0.45146
H 2.72748 0.70888 -0.28749
H 2.04251 -1.14879 0.98260
H 1.02686 -1.61025 2.87444
H 2.01248 -0.42566 -1.40651
H -2.92298 0.63551 -0.60166
H 2.04711 0.43970 1.80623
H -0.30724 -0.58345 -1.58126
H -1.72960 -0.72679 1.13230
*
```

***

Electronic energy values, unit Eh, following the record order: -5118.637981; -3276.949940; -1566.602728.